Record 1
# C41H44F3N6OPdS4

C41H44F3N6OPdS4 as an isolated structure (ωB97M-V/def2-TZVPD, the OMol25 dataset).

Charge ... -1
⟨S²⟩ ... 6.070
LUMO level (alpha / beta) ... 2.439 / 0.849 eV
HOMO energy (alpha / beta) ... -0.161 / -0.164 hartree
Multiplicity ... 5

```
100
C41H44F3N6OPdS4 ωB97M-V/def2-TZVPD
Pd -0.12 -0.05 -0.16
O -0.64 -2.20 2.20
S 0.52 -2.06 1.27
C 2.01 -2.03 2.26
C 3.10 -1.29 1.83
C 4.26 -1.30 2.59
C 4.31 -2.04 3.76
C 3.20 -2.78 4.18
C 2.04 -2.77 3.43
C 0.77 -3.69 0.55
C 1.81 -3.91 -0.34
C 2.00 -5.19 -0.84
C 1.16 -6.22 -0.45
C 0.11 -5.98 0.42
C -0.09 -4.70 0.93
H 3.04 -0.71 0.92
H 5.12 -0.72 2.28
H 5.22 -2.05 4.36
H 3.25 -3.35 5.10
H 1.16 -3.31 3.74
H 2.45 -3.10 -0.66
H 2.80 -5.37 -1.54
H 1.31 -7.22 -0.84
H -0.56 -6.78 0.71
H -0.91 -4.47 1.60
C -3.59 3.24 1.69
C -3.98 4.05 2.96
N -2.84 4.15 3.87
C -2.48 2.80 4.33
C -2.27 1.86 3.11
N -2.26 2.65 1.88
C -1.27 3.72 1.99
C -1.70 4.70 3.12
H -3.55 3.88 0.81
H -4.31 2.44 1.49
H -4.79 3.56 3.51
H -4.32 5.06 2.71
H -3.28 2.44 4.98
H -1.57 2.88 4.93
H -3.07 1.12 3.04
H -1.32 1.32 3.17
H -1.20 4.22 1.02
H -0.31 3.26 2.21
H -2.00 5.67 2.72
H -0.88 4.87 3.82
S -1.61 0.69 -6.42
C -1.43 -0.52 -5.27
S -1.92 -0.29 -3.64
C -1.34 -1.88 -3.17
N -0.84 -2.52 -4.18
N -0.90 -1.75 -5.35
C -0.25 -2.35 -6.47
C 0.72 -3.32 -6.24
C 1.38 -3.90 -7.31
C 1.08 -3.53 -8.62
C 0.09 -2.58 -8.84
C -0.58 -2.00 -7.77
S -1.49 -2.44 -1.56
H 0.95 -3.60 -5.23
H 2.14 -4.64 -7.12
H 1.61 -3.97 -9.45
H -0.17 -2.30 -9.85
H -1.36 -1.27 -7.95
C 0.78 0.62 4.47
C 1.74 1.38 3.59
C 2.83 2.00 4.15
C 3.71 2.76 3.38
C 3.46 2.91 2.01
C 2.40 2.28 1.39
C 2.17 2.52 -0.07
C 1.52 1.45 2.16
N 0.48 0.77 1.68
H 1.32 -0.09 5.10
H 0.05 0.07 3.88
H 0.25 1.32 5.12
H 3.00 1.91 5.22
H 4.57 3.24 3.83
H 4.12 3.53 1.42
H 2.11 3.59 -0.27
H 1.25 2.05 -0.40
H 2.98 2.11 -0.67
C -0.64 2.92 -2.32
C -1.84 2.25 -1.78
C -3.23 2.54 -2.11
C -3.98 1.69 -1.38
C -3.04 0.90 -0.60
C -3.39 -0.15 0.39
N -1.78 1.26 -0.88
H -0.86 3.42 -3.26
H 0.15 2.19 -2.49
H -0.27 3.66 -1.61
H -3.56 3.28 -2.83
H -5.05 1.60 -1.36
H -4.30 0.12 0.92
H -2.58 -0.32 1.10
H -3.55 -1.10 -0.14
F 1.28 0.55 -2.79
C 1.35 -0.26 -1.70
F 2.60 0.05 -1.13
F 1.56 -1.50 -2.20
```

Löwdin atomic charge list, values in e, 4 entries:
1. Pd 0.726
2. O -0.489
3. S 0.878
4. C -0.357

Record 2
# C41H44F5N3O3SiTeY

C41H44F5N3O3SiTeY as an isolated structure at a distorted geometry (ωB97M-V/def2-TZVPD, the OMol25 dataset).

Charge ... -1
LUMO level ... 2.357 eV
HOMO energy ... -0.165 hartree

```
99
C41H44F5N3O3SiTeY ωB97M-V/def2-TZVPD
Y 0.07 0.96 0.31
C -1.60 -3.36 -3.10
C -1.48 -2.35 -1.95
N -0.15 -2.09 -1.39
C 0.49 -3.23 -0.74
C 1.20 -4.26 -1.62
C 0.70 -1.35 -2.32
C 2.07 -1.00 -1.76
N 2.03 -0.23 -0.52
C 3.20 -0.15 0.16
C 3.18 0.29 1.50
F 1.96 0.61 2.02
C 4.28 0.38 2.32
F 4.11 0.79 3.59
C 5.54 0.04 1.87
C 5.61 -0.37 0.55
F 6.81 -0.69 0.03
C 4.51 -0.46 -0.28
F 4.76 -0.83 -1.56
H -2.55 -3.20 -3.61
H -1.58 -4.39 -2.74
H -0.81 -3.23 -3.83
H -2.13 -2.67 -1.12
H -1.86 -1.39 -2.29
H -0.28 -3.73 -0.14
H 1.22 -2.83 -0.02
H 0.52 -4.79 -2.28
H 1.68 -5.00 -0.98
H 1.98 -3.80 -2.23
H 0.16 -0.44 -2.59
H 0.89 -1.90 -3.25
H 2.61 -0.48 -2.56
H 2.62 -1.93 -1.59
H 6.41 0.12 2.49
O -0.14 -1.37 1.36
C -0.75 -1.48 2.66
C -1.34 -0.09 3.06
O -1.99 -0.01 4.09
O -1.10 0.85 2.22
C 0.35 -1.88 3.64
C 1.62 -2.22 3.19
C 2.61 -2.61 4.08
C 2.34 -2.66 5.44
C 1.07 -2.33 5.90
C 0.08 -1.94 5.01
C -1.84 -2.54 2.55
C -1.49 -3.89 2.54
C -2.44 -4.87 2.29
C -3.76 -4.51 2.04
C -4.11 -3.16 2.06
C -3.16 -2.19 2.31
H -0.69 -1.80 0.69
H 1.84 -2.17 2.13
H 3.60 -2.85 3.71
H 3.11 -2.96 6.14
H 0.85 -2.36 6.96
H -0.90 -1.66 5.36
H -0.46 -4.17 2.74
H -2.15 -5.91 2.29
H -4.50 -5.27 1.85
H -5.14 -2.88 1.87
H -3.45 -1.14 2.33
C 1.36 2.69 -2.32
Si -0.46 2.69 -2.76
C -1.09 4.45 -2.63
C -0.56 2.15 -4.57
N -1.22 1.60 -1.67
C -2.56 1.33 -1.73
C -3.49 1.86 -2.65
C -4.83 1.50 -2.64
C -5.33 0.58 -1.73
C -4.45 0.03 -0.80
C -3.14 0.42 -0.84
F -2.26 -0.15 0.06
H 1.91 3.30 -3.05
H 1.81 1.69 -2.33
H 1.54 3.14 -1.34
H -0.43 5.13 -3.18
H -1.09 4.74 -1.58
H -2.10 4.57 -3.02
H 0.07 2.81 -5.17
H -1.57 2.19 -4.97
H -0.19 1.13 -4.69
H -3.15 2.58 -3.38
H -5.50 1.95 -3.37
H -6.38 0.30 -1.73
H -4.77 -0.70 -0.06
Te 0.03 3.59 1.50
C 1.43 4.88 0.57
C 1.02 6.07 -0.04
C 1.93 6.91 -0.66
C 3.28 6.59 -0.68
C 3.71 5.41 -0.07
C 2.79 4.57 0.55
H -0.03 6.32 -0.03
H 1.58 7.82 -1.13
H 3.99 7.24 -1.17
H 4.76 5.15 -0.08
H 3.14 3.66 1.02
```

natural (NBO) atomic charge list, values in e, 4 entries:
1. Y 1.809
2. C -0.635
3. C -0.214
4. N -0.475

Record 3
# C41H44N11O6STa

C41H44N11O6STa as an isolated structure at a distorted geometry (ωB97M-V/def2-TZVPD, the OMol25 dataset).

Charge ... +2
LUMO level ... -5.199 eV
HOMO energy ... -0.464 hartree

```
104
C41H44N11O6STa ωB97M-V/def2-TZVPD
Ta -0.12 0.83 -0.89
N -4.22 0.40 0.79
C -3.20 0.53 -0.04
N -2.01 0.92 0.34
C -1.78 1.26 1.69
N -0.63 1.71 2.00
N 0.24 1.75 0.93
C 1.40 2.53 1.19
C 1.72 3.31 -0.05
C 2.34 4.54 -0.06
C 2.63 5.12 -1.29
C 2.29 4.45 -2.45
C 1.65 3.23 -2.36
N 1.38 2.66 -1.18
C -2.88 1.14 2.64
C -2.77 1.49 3.98
C -3.86 1.40 4.82
C -5.08 0.93 4.33
C -5.21 0.57 3.01
C -4.11 0.70 2.17
H -5.12 0.11 0.43
H -3.37 0.31 -1.08
H 1.34 3.12 2.10
H 2.58 5.04 0.87
H 3.11 6.09 -1.33
H 2.51 4.87 -3.43
H 1.32 2.69 -3.24
H -1.82 1.86 4.35
H -3.78 1.71 5.85
H -5.93 0.84 4.99
H -6.15 0.21 2.62
N 2.59 -1.89 1.42
C 2.73 -1.52 -0.03
C 4.17 -1.28 -0.47
C 4.12 -0.66 -1.87
N 3.41 0.63 -1.83
C 3.40 -1.62 -2.82
C 2.00 -2.03 -2.36
N 1.00 -0.94 -2.46
C 2.08 -2.57 -0.92
H 3.13 -1.24 2.02
H 2.87 -2.85 1.61
H 1.59 -1.74 1.65
H 2.20 -0.58 -0.14
H 4.72 -2.22 -0.51
H 4.68 -0.60 0.22
H 5.15 -0.53 -2.23
H 3.45 1.04 -2.76
H 3.90 1.27 -1.22
H 4.00 -2.53 -2.90
H 3.35 -1.18 -3.82
H 1.68 -2.85 -3.00
H 0.09 -1.34 -2.67
H 1.23 -0.36 -3.26
H 2.69 -3.48 -0.93
H 1.08 -2.84 -0.58
S 2.98 1.53 1.33
C 3.03 0.78 2.94
C 1.89 0.43 3.66
C 2.04 -0.24 4.87
C 3.30 -0.58 5.35
C 4.43 -0.23 4.62
C 4.30 0.45 3.42
H 0.91 0.68 3.30
H 1.16 -0.51 5.44
H 3.40 -1.09 6.30
H 5.41 -0.48 5.00
H 5.18 0.74 2.86
O 0.06 -1.15 0.94
C -0.76 -1.76 0.22
O -1.14 -1.26 -0.88
C -1.29 -3.09 0.63
C -1.96 -3.89 -0.28
C -2.39 -5.14 0.12
C -2.22 -5.60 1.40
C -1.55 -4.78 2.29
C -1.07 -3.54 1.93
N -1.34 -5.24 3.68
O -0.55 -4.61 4.35
O -1.97 -6.20 4.05
N -3.07 -6.01 -0.88
O -3.54 -7.04 -0.47
O -3.09 -5.61 -2.02
H -2.14 -3.55 -1.29
H -2.60 -6.57 1.71
H -0.56 -2.93 2.66
C -2.03 -0.15 -4.44
C -2.30 1.33 -4.35
C -3.05 1.97 -5.32
C -3.31 3.33 -5.24
C -2.84 4.06 -4.16
C -2.09 3.46 -3.17
C -1.61 4.27 -1.99
C -1.78 2.09 -3.28
N -0.97 1.47 -2.34
H -2.81 -0.64 -5.01
H -1.97 -0.60 -3.45
H -1.08 -0.34 -4.96
H -3.43 1.40 -6.16
H -3.89 3.82 -6.02
H -3.06 5.12 -4.09
H -2.30 5.09 -1.79
H -0.63 4.72 -2.19
H -1.51 3.66 -1.09
```

Löwdin atomic charge list, values in e, 4 entries:
1. Ta 1.797
2. N 0.156
3. C -0.105
4. N 0.002

Record 4
# C41H44N6OP2RuS

C41H44N6OP2RuS as an isolated structure at a distorted geometry (ωB97M-V/def2-TZVPD, the OMol25 dataset).

Charge ... +3
⟨S²⟩ ... 8.778
LUMO level (alpha / beta) ... -8.223 / -10.041 eV
HOMO energy (alpha / beta) ... -0.528 / -0.528 hartree
Multiplicity ... 6

```
96
C41H44N6OP2RuS ωB97M-V/def2-TZVPD
Ru 0.53 0.63 -0.09
N 0.21 3.04 -0.68
N -0.79 3.67 0.07
C -1.14 3.19 1.27
N -1.98 3.90 2.01
S -0.55 1.70 1.88
H 1.12 3.42 -0.41
H 0.05 3.23 -1.67
H -1.06 4.61 -0.20
H -2.31 4.82 1.74
H -2.24 3.56 2.92
C -1.59 -2.57 2.77
C -2.46 -1.56 2.00
P -2.41 -1.92 0.22
C -2.25 -0.43 -0.79
C -3.16 0.63 -0.68
C -3.06 1.71 -1.55
C -2.07 1.75 -2.52
C -1.16 0.71 -2.64
C -1.26 -0.39 -1.78
C -3.91 -2.73 -0.28
C -4.58 -3.57 0.62
C -5.72 -4.24 0.21
C -6.19 -4.09 -1.09
C -5.51 -3.28 -1.99
C -4.37 -2.61 -1.60
C -0.10 -2.42 2.44
P 0.22 -2.33 0.64
C 0.38 -4.01 -0.01
C -0.73 -4.86 -0.03
C -0.61 -6.17 -0.46
C 0.62 -6.64 -0.90
C 1.73 -5.80 -0.89
C 1.61 -4.50 -0.45
C 1.90 -1.65 0.46
C 2.79 -1.61 1.48
C 4.15 -1.03 1.30
C 4.63 -0.79 -0.16
C 3.55 -0.84 -1.19
C 2.29 -1.21 -0.90
H -1.91 -3.60 2.56
H -1.73 -2.42 3.84
H -2.08 -0.54 2.14
H -3.49 -1.59 2.34
H -3.95 0.59 0.05
H -3.79 2.51 -1.48
H -2.03 2.58 -3.22
H -0.43 0.70 -3.44
H -0.66 -1.28 -1.98
H -4.22 -3.70 1.63
H -6.25 -4.87 0.91
H -7.08 -4.61 -1.40
H -5.88 -3.18 -3.01
H -3.84 -1.99 -2.32
H 0.47 -3.26 2.85
H 0.28 -1.50 2.89
H -1.71 -4.52 0.29
H -1.47 -6.82 -0.45
H 0.72 -7.66 -1.24
H 2.69 -6.17 -1.24
H 2.49 -3.87 -0.44
H 2.52 -1.97 2.46
H 4.89 -1.58 1.89
H 5.45 -1.42 -0.51
H 3.83 -0.64 -2.22
H 1.60 -1.39 -1.73
C 6.83 4.22 4.57
C 7.00 3.62 3.21
C 6.43 4.19 2.08
C 6.64 3.67 0.81
C 7.43 2.54 0.65
N 7.69 1.94 -0.61
C 6.97 1.98 -1.77
O 7.42 1.80 -2.86
N 5.55 2.16 -1.64
C 4.70 1.73 -0.67
C 5.11 0.64 0.26
C 4.31 0.52 1.57
C 2.96 1.14 1.46
N 2.53 1.74 0.41
C 3.41 2.12 -0.63
C 8.02 1.95 1.77
C 7.81 2.49 3.03
H 5.91 4.80 4.63
H 7.66 4.89 4.80
H 6.80 3.46 5.34
H 5.84 5.09 2.18
H 6.24 4.19 -0.05
H 8.64 1.61 -0.77
H 5.17 2.58 -2.48
H 6.18 0.62 0.45
H 4.80 0.79 2.51
H 2.26 1.01 2.28
H 3.00 2.81 -1.36
H 8.65 1.08 1.65
H 8.29 2.03 3.88
```

Löwdin atomic charge list, values in e, 4 entries:
1. Ru 1.094
2. N 0.001
3. N -0.034
4. C -0.780

Record 5
# C41H45ClO2P3PtS2

C41H45ClO2P3PtS2 as an isolated structure (ωB97M-V/def2-TZVPD, the OMol25 dataset).

Charge ... -1
LUMO level (alpha / beta) ... 1.797 / 1.797 eV
HOMO energy (alpha / beta) ... -0.109 / -0.109 hartree

```
95
C41H45ClO2P3PtS2 ωB97M-V/def2-TZVPD
Pt -0.04 0.70 -1.64
S 2.32 0.83 -0.93
P 1.47 0.76 0.90
C -0.16 0.48 0.48
P -1.76 0.87 1.10
S -2.08 0.99 -2.59
C -1.80 2.49 1.98
C -1.02 3.57 1.55
C -1.14 4.81 2.15
C -2.05 5.02 3.17
C -2.86 3.96 3.59
C -2.73 2.71 2.99
C -1.80 -0.28 2.56
C -2.31 -1.56 2.34
C -2.25 -2.53 3.33
C -1.71 -2.22 4.58
C -1.24 -0.94 4.82
C -1.29 0.02 3.82
C 2.20 -0.60 1.87
C 1.41 -1.60 2.43
C 2.00 -2.63 3.16
C 3.38 -2.67 3.31
C 4.17 -1.68 2.74
C 3.58 -0.65 2.03
C 1.91 2.19 1.92
C 1.70 2.13 3.30
C 1.92 3.25 4.08
C 2.35 4.43 3.49
C 2.57 4.49 2.12
C 2.34 3.37 1.33
H -0.32 3.43 0.74
H -0.51 5.63 1.81
H -2.15 5.99 3.64
H -3.59 4.11 4.37
H -3.37 1.91 3.32
H -2.73 -1.80 1.37
H -2.63 -3.52 3.14
H -1.67 -2.97 5.35
H -0.83 -0.69 5.79
H -0.92 1.02 4.02
H 0.34 -1.58 2.28
H 1.38 -3.40 3.59
H 3.84 -3.48 3.86
H 5.25 -1.71 2.85
H 4.20 0.13 1.58
H 1.38 1.20 3.76
H 1.74 3.21 5.15
H 2.51 5.31 4.10
H 2.90 5.41 1.66
H 2.48 3.41 0.26
Cl 1.24 5.75 -1.26
C 0.18 4.89 -2.44
C 0.43 3.39 -2.43
O 0.91 2.84 -3.42
O 0.00 2.80 -1.37
H 0.41 5.30 -3.42
H -0.84 5.10 -2.14
C -0.43 -2.77 -0.12
C 0.41 -2.88 -1.39
C 1.90 -2.81 -1.05
C 0.08 -4.26 -1.99
P -0.19 -1.48 -2.48
C -1.88 -1.78 -2.81
C -2.80 -0.75 -2.23
C -4.20 -0.88 -2.71
C -4.55 -1.73 -3.70
C -3.62 -2.63 -4.31
C -2.33 -2.61 -3.85
C 0.82 -1.39 -4.09
C 1.21 -2.74 -4.69
C -0.02 -0.62 -5.12
C 2.12 -0.60 -3.89
H -0.15 -3.57 0.57
H -1.49 -2.88 -0.36
H -0.28 -1.81 0.37
H 2.13 -3.52 -0.25
H 2.19 -1.82 -0.71
H 2.52 -3.06 -1.91
H 0.31 -5.01 -1.23
H 0.65 -4.51 -2.87
H -0.98 -4.33 -2.22
H -2.77 -0.70 -1.13
H -4.94 -0.22 -2.26
H -5.59 -1.75 -4.02
H -3.93 -3.32 -5.08
H -1.62 -3.29 -4.30
H 0.36 -3.40 -4.87
H 1.94 -3.27 -4.07
H 1.69 -2.55 -5.66
H -0.96 -1.12 -5.34
H 0.57 -0.55 -6.04
H -0.25 0.39 -4.78
H 2.75 -1.01 -3.11
H 1.92 0.45 -3.65
H 2.68 -0.61 -4.83
```

Löwdin atomic charge list, values in e, 4 entries:
1. Pt 0.728
2. S 0.417
3. P 0.496
4. C -0.684

It is found that the relative energy (zero: lowest compared OMol25 entry of this formula, charge and spin) values, taken in the order of the records, are 14.10 7.06 16.94 45.78 73.84 kcal/mol.